The following is a DFT calculation (ωB97M-V/def2-TZVPD) of 2 unconnected molecules or ions with the total composition C3H8NO in a non-equilibrium geometry.

```
! RIJCOSX wB97M-V def2-TZVPD def2/J DEFGRID3
* xyz 1 1
C -2.67 0.46 0.38
N -1.85 -0.10 -0.42
H -3.61 -0.07 0.54
H -2.41 1.41 0.81
H -0.91 0.33 -0.58
H -1.92 -1.12 -0.51
C 2.61 0.01 0.47
C 1.49 -0.49 0.01
O 0.84 -0.16 -1.16
H 2.98 -0.41 1.40
H 3.18 0.87 0.14
H 0.90 -1.18 0.59
H 1.38 0.45 -1.67
*
```

## Properties
Frontier orbital gap, hartree: 0.271
LUMO, eV: -5.7
ΔE to the lowest compared entry with this formula, charge and spin, kJ/mol: 140.7

***

The following is a DFT calculation (ωB97M-V/def2-TZVPD) of a single H4N4 molecule in a non-equilibrium geometry.

```
! RIJCOSX wB97M-V def2-TZVPD def2/J DEFGRID3
* xyz 0 1
N -1.02 0.98 0.12
N -0.59 -1.25 0.15
N 1.11 0.34 0.22
N -0.26 -0.04 0.15
H -2.04 0.85 -0.04
H 0.24 -1.94 -0.04
H 1.12 1.27 -0.05
H 1.43 -0.21 -0.51
*
```

## Properties
Frontier orbital gap, hartree: 0.369
LUMO, eV: 0.9
ΔE to the lowest compared entry with this formula, charge and spin, kJ/mol: 316.0

***

The following is a DFT calculation (ωB97M-V/def2-TZVPD) of a molecular structure, C51H112F6N8O12S6 in a non-equilibrium geometry.

```
! RIJCOSX wB97M-V def2-TZVPD def2/J DEFGRID3
* xyz 2 1
C -3.54 -3.54 2.15
C -4.48 -3.51 0.95
C -3.75 -3.17 -0.40
C -4.66 -2.50 -1.41
N -4.13 -2.28 -2.80
C -3.00 -1.18 -2.62
C -3.33 -0.13 -3.68
C -4.88 -0.23 -3.80
C -5.20 -1.64 -3.68
C -3.60 -3.58 -3.35
C -4.82 -4.53 -3.56
C -4.38 -5.83 -4.14
H -2.87 -2.72 1.99
H -2.82 -4.41 2.06
H -4.01 -3.59 3.13
H -5.25 -2.77 1.22
H -4.97 -4.53 0.84
H -3.30 -4.08 -0.81
H -2.93 -2.50 -0.16
H -5.03 -1.54 -0.98
H -5.53 -3.13 -1.47
H -1.98 -1.55 -2.57
H -3.23 -0.67 -1.67
H -2.90 -0.40 -4.67
H -2.95 0.87 -3.41
H -5.30 0.26 -4.67
H -5.24 0.37 -2.93
H -5.22 -2.19 -4.67
H -6.22 -1.83 -3.26
H -2.84 -4.04 -2.75
H -3.07 -3.29 -4.33
H -5.59 -4.02 -4.11
H -5.14 -4.74 -2.58
H -3.47 -5.77 -4.77
H -5.15 -6.23 -4.84
H -4.18 -6.58 -3.33
C -2.47 9.85 4.42
C -2.89 8.39 4.56
C -3.70 7.92 3.29
C -4.39 6.65 3.59
N -5.38 6.16 2.48
C -6.44 7.13 2.23
C -7.63 6.34 1.59
C -7.36 4.86 2.00
C -6.06 4.87 2.85
C -4.56 5.90 1.22
C -3.22 5.21 1.36
C -2.67 4.87 -0.05
H -2.10 10.21 3.48
H -1.72 10.22 5.14
H -3.36 10.52 4.52
H -3.47 8.25 5.49
H -2.05 7.75 4.66
H -3.11 7.91 2.39
H -4.45 8.72 3.12
H -4.94 6.89 4.51
H -3.76 5.77 3.73
H -6.05 7.97 1.66
H -6.83 7.47 3.21
H -7.58 6.39 0.53
H -8.52 6.76 1.95
H -7.27 4.21 1.10
H -8.17 4.45 2.62
H -5.37 4.00 2.68
H -6.24 4.97 3.94
H -4.46 6.85 0.73
H -5.19 5.27 0.61
H -3.30 4.28 1.98
H -2.52 5.87 1.83
H -1.60 4.97 -0.12
H -3.17 5.50 -0.77
H -3.02 3.91 -0.34
C 6.82 -3.17 -0.51
C 6.08 -3.52 0.83
C 5.16 -4.80 0.79
C 5.77 -5.88 -0.08
N 4.86 -7.12 -0.13
C 5.73 -8.15 -0.73
C 5.63 -8.02 -2.23
C 4.17 -7.80 -2.36
C 3.77 -6.95 -1.14
C 4.39 -7.51 1.23
C 5.48 -7.97 2.17
C 4.99 -8.15 3.62
H 6.11 -2.87 -1.27
H 7.57 -3.97 -0.69
H 7.49 -2.29 -0.31
H 5.50 -2.68 1.09
H 6.89 -3.65 1.56
H 4.19 -4.55 0.43
H 5.03 -5.26 1.75
H 6.78 -6.14 0.26
H 5.93 -5.69 -1.09
H 5.42 -9.15 -0.44
H 6.70 -8.10 -0.19
H 5.97 -8.88 -2.76
H 6.12 -7.17 -2.74
H 3.68 -8.76 -2.40
H 3.87 -7.22 -3.30
H 2.86 -7.35 -0.69
H 3.65 -5.90 -1.32
H 3.69 -8.36 1.03
H 3.77 -6.72 1.71
H 6.20 -7.21 2.23
H 5.92 -8.93 1.80
H 4.12 -8.84 3.69
H 4.81 -7.23 4.15
H 5.83 -8.59 4.15
C 6.51 0.73 -1.74
C 5.23 1.44 -2.22
C 5.55 2.17 -3.51
N 4.33 2.79 -4.31
C 3.55 3.63 -3.40
C 2.54 4.52 -4.07
C 3.11 5.37 -5.19
C 3.93 4.48 -6.16
C 4.92 3.59 -5.45
C 3.33 1.73 -4.83
H 6.81 0.11 -2.57
H 6.18 0.16 -0.89
H 7.37 1.31 -1.36
H 4.76 2.01 -1.42
H 4.51 0.62 -2.36
H 6.01 1.56 -4.28
H 6.21 2.99 -3.31
H 4.20 4.36 -2.92
H 3.14 2.99 -2.65
H 2.15 5.11 -3.25
H 1.62 4.06 -4.42
H 3.65 6.18 -4.75
H 2.37 5.79 -5.91
H 4.48 5.11 -6.84
H 3.20 3.91 -6.74
H 5.69 4.24 -4.99
H 5.38 2.91 -6.11
H 3.81 1.01 -5.53
H 2.46 2.21 -5.27
H 3.01 1.25 -3.89
C 3.33 -0.57 1.17
C 1.80 -0.37 1.18
C 1.35 -0.57 2.63
N -0.02 -0.01 2.99
C -0.19 -0.11 4.46
C 0.71 0.86 5.22
C 0.46 2.28 4.59
C 0.62 2.38 3.10
C -0.39 1.42 2.53
C -1.15 -0.86 2.40
H 3.81 0.01 1.94
H 3.80 -0.16 0.24
H 3.46 -1.62 1.25
H 1.32 -1.05 0.43
H 1.53 0.64 0.85
H 2.10 0.08 3.19
H 1.45 -1.60 2.99
H -0.22 -1.18 4.80
H -1.22 0.14 4.58
H 1.74 0.59 5.20
H 0.32 0.78 6.33
H 1.13 3.01 5.08
H -0.58 2.58 4.85
H 1.63 2.19 2.86
H 0.30 3.32 2.70
H -0.46 1.32 1.44
H -1.30 1.73 3.00
H -2.02 -0.30 2.74
H -0.99 -1.88 2.73
H -1.11 -0.69 1.33
N 1.68 -3.44 -0.36
S 1.44 -4.36 0.84
O 1.93 -3.74 2.03
O 1.61 -5.72 0.54
F -0.23 -4.26 1.09
S 1.02 -3.66 -1.71
O -0.36 -4.03 -1.72
O 1.96 -4.24 -2.64
F 1.13 -2.14 -2.22
N -4.46 -0.09 2.86
S -4.71 0.88 4.11
O -5.74 1.84 3.80
O -3.50 1.42 4.72
F -5.19 -0.15 5.11
S -4.15 0.71 1.58
O -3.51 -0.06 0.53
O -3.53 2.00 1.84
F -5.55 0.92 1.05
N 0.33 3.30 -1.90
S 1.00 3.82 -0.58
O 0.06 3.84 0.46
O 1.85 4.96 -0.90
F 2.01 2.64 -0.29
S -0.64 2.15 -1.84
O -2.01 2.49 -1.55
O -0.09 0.99 -1.15
F -0.56 1.72 -3.39
*
```

## Properties
Frontier orbital gap, hartree: 0.369
LUMO, eV: -2.9

***

The following is a DFT calculation (ωB97M-V/def2-TZVPD) of 28 unconnected molecules or ions with the total composition H56O28 in a non-equilibrium geometry.

```
! RIJCOSX wB97M-V def2-TZVPD def2/J DEFGRID3
* xyz 0 1
O 3.42 1.09 -1.14
H 3.70 0.93 -2.05
H 2.47 0.95 -1.15
O -2.59 1.70 -5.05
H -2.40 0.86 -5.47
H -2.54 1.51 -4.11
O -1.17 -3.77 -1.20
H -0.50 -3.66 -0.52
H -0.67 -3.85 -2.01
O 3.36 -2.66 -1.61
H 3.11 -2.62 -2.53
H 4.24 -2.28 -1.58
O 3.03 5.01 -1.05
H 3.30 4.26 -1.58
H 3.49 5.75 -1.44
O -1.15 -1.34 -3.84
H -1.35 -0.54 -3.35
H -0.95 -1.03 -4.72
O 6.05 0.03 -0.45
H 6.73 0.68 -0.65
H 5.27 0.36 -0.90
O -4.96 1.90 -0.81
H -4.48 2.70 -1.01
H -4.41 1.20 -1.15
O 3.67 2.01 1.41
H 3.91 2.93 1.27
H 3.47 1.69 0.53
O -1.56 1.58 -2.38
H -1.81 2.44 -2.05
H -1.11 1.16 -1.65
O -3.15 4.16 1.34
H -3.98 3.69 1.38
H -2.72 3.96 2.17
O 2.81 -1.09 3.62
H 3.22 -0.82 4.44
H 3.54 -1.38 3.07
O 1.14 0.23 -2.94
H 1.07 -0.56 -2.41
H 0.31 0.69 -2.81
O 1.23 1.61 2.58
H 2.16 1.83 2.51
H 1.12 1.33 3.49
O 2.39 2.20 -5.23
H 2.07 1.60 -4.56
H 2.98 2.79 -4.77
O -1.41 3.12 3.29
H -0.84 3.82 3.63
H -0.83 2.56 2.78
O 2.27 1.22 5.36
H 2.39 2.10 5.71
H 3.13 0.98 5.02
O -3.64 -0.18 2.72
H -4.54 -0.26 2.39
H -3.70 0.49 3.40
O 1.44 -3.00 0.48
H 2.21 -2.45 0.32
H 0.93 -2.52 1.13
O -2.76 -1.15 -1.34
H -2.43 -1.09 -0.44
H -2.31 -1.91 -1.70
O 0.30 -1.53 2.73
H 1.17 -1.15 2.84
H 0.03 -1.79 3.61
O -1.78 -1.20 1.19
H -2.38 -0.75 1.78
H -0.98 -1.32 1.71
O -5.26 -1.35 0.31
H -4.91 -2.21 0.51
H -4.59 -0.93 -0.23
O -5.05 -1.34 -2.99
H -5.25 -2.25 -2.75
H -4.18 -1.18 -2.63
O 0.47 0.55 0.01
H 0.72 0.73 0.91
H -0.33 0.04 0.07
O 5.76 0.71 2.54
H 4.97 1.22 2.37
H 5.59 -0.14 2.12
O -1.94 -4.17 2.27
H -1.43 -4.96 2.08
H -2.52 -4.08 1.52
O -3.65 -4.37 -0.74
H -2.76 -4.18 -1.05
H -3.64 -5.31 -0.57
*
```

## Properties
Frontier orbital gap, hartree: 0.352
LUMO, eV: -0.6
ΔE to the lowest compared entry with this formula, charge and spin, kJ/mol: 290.9

***

The following is a DFT calculation (ωB97M-V/def2-TZVPD) of a molecular structure, C34H24IN4O3PPt in a non-equilibrium geometry.

```
! RIJCOSX wB97M-V def2-TZVPD def2/J DEFGRID3
* xyz 4 1
Pt 1.04 0.09 0.14
O 4.70 -0.21 1.93
C 3.75 -0.28 1.23
N 2.55 0.45 1.38
C 2.45 1.47 2.31
O 3.27 1.88 3.06
C 1.05 2.05 2.30
C 0.80 3.11 3.24
C -0.47 3.64 3.39
C -1.46 3.11 2.61
C -1.20 2.04 1.61
N 0.18 1.55 1.48
C 3.67 -1.17 0.02
C 4.78 -1.93 -0.31
C 4.75 -2.65 -1.50
C 3.63 -2.56 -2.30
C 2.55 -1.80 -1.88
N 2.56 -1.12 -0.73
H 1.65 3.47 3.82
H -0.66 4.44 4.09
H -2.48 3.46 2.66
H -1.80 1.15 1.91
H 5.63 -1.92 0.36
H 5.60 -3.26 -1.78
H 3.57 -3.09 -3.25
H 1.68 -1.73 -2.51
I -0.70 -0.77 -1.80
C -1.75 -1.93 -3.46
C -1.00 -2.43 -4.48
C -1.71 -3.05 -5.53
C -3.08 -3.09 -5.52
C -3.83 -2.55 -4.45
C -5.24 -2.55 -4.42
C -5.95 -2.03 -3.36
C -5.27 -1.49 -2.25
C -3.89 -1.48 -2.24
P -2.99 -0.90 -0.82
C -3.28 0.88 -0.46
C -2.92 1.90 -1.54
C -3.67 3.16 -1.50
C -4.51 3.45 -0.49
C -4.84 2.47 0.52
C -4.31 1.23 0.51
C -2.96 -2.01 0.57
C -1.92 -1.97 1.51
C -1.92 -2.87 2.55
C -2.94 -3.81 2.66
C -3.97 -3.85 1.73
C -3.99 -2.96 0.67
C -3.14 -1.97 -3.34
H 0.07 -2.36 -4.52
H -1.15 -3.47 -6.35
H -3.61 -3.54 -6.35
H -5.78 -2.96 -5.26
H -7.03 -2.03 -3.37
H -5.84 -1.10 -1.41
H -2.59 1.58 -2.53
H -3.55 3.83 -2.34
H -5.02 4.40 -0.48
H -5.59 2.72 1.25
H -4.65 0.47 1.20
H -1.11 -1.25 1.41
H -1.12 -2.85 3.28
H -2.92 -4.53 3.47
H -4.76 -4.59 1.82
H -4.78 -3.01 -0.06
O -1.72 2.56 0.42
N -1.95 1.55 -0.51
*
```

## Properties
Frontier orbital gap, hartree: 0.173
LUMO, eV: -14.8
ΔE to the lowest compared entry with this formula, charge and spin, kJ/mol: 0.0

***

The following is a DFT calculation (ωB97M-V/def2-TZVPD) of 2 unconnected molecules or ions with the total composition C3H11NOS.

```
! RIJCOSX wB97M-V def2-TZVPD def2/J DEFGRID3
* xyz 0 1
C -1.36 -1.68 -0.24
S -2.63 -0.41 0.07
C -2.09 0.94 -1.00
H -0.72 -1.37 -1.06
H -0.73 -1.83 0.63
H -1.88 -2.58 -0.52
H -1.04 0.89 -1.25
H -2.20 1.90 -0.50
H -2.63 0.94 -1.94
N 2.53 -0.14 0.04
C 1.42 0.17 0.91
O 1.73 1.10 1.93
H 3.41 0.01 0.52
H 2.55 0.42 -0.80
H 1.07 -0.75 1.40
H 0.55 0.49 0.32
H 2.00 1.90 1.47
*
```

## Properties
Frontier orbital gap, hartree: 0.340
SMILES: CSC.NCO
LUMO, eV: 0.7
ΔE to the lowest compared entry with this formula, charge and spin, kJ/mol: 81.3

***

The following is a DFT calculation (ωB97M-V/def2-TZVPD) of a gas-phase ion, C6H12N (charge +1) in a non-equilibrium geometry.

```
! RIJCOSX wB97M-V def2-TZVPD def2/J DEFGRID3
* xyz 1 1
C 2.48 0.37 -0.81
C 2.71 -0.35 0.27
C 1.50 -0.34 1.00
N 0.54 -0.29 0.18
C -0.91 -0.36 0.41
C -1.47 -1.11 -0.81
C -1.43 1.10 0.44
H 1.93 1.22 -0.73
H 3.26 0.47 -1.64
H 3.69 -0.81 0.65
H 1.38 -0.34 2.03
H 0.49 -0.43 -0.86
H -1.26 -0.79 1.39
H -1.57 -2.17 -0.70
H -2.32 -0.61 -1.17
H -0.74 -0.96 -1.60
H -1.10 1.79 -0.34
H -1.27 1.49 1.49
H -2.54 1.17 0.33
*
```

## Properties
Frontier orbital gap, hartree: 0.365
SMILES: C=C/C=[NH+]/C(C)C
LUMO, eV: -5.0
ΔE to the lowest compared entry with this formula, charge and spin, kJ/mol: 308.1

***

The following is a DFT calculation (ωB97M-V/def2-TZVPD) of 2 unconnected molecules or ions with the total composition CH6N2O in a non-equilibrium geometry.

```
! RIJCOSX wB97M-V def2-TZVPD def2/J DEFGRID3
* xyz -1 2
N -0.42 1.79 1.07
H -0.09 2.07 1.93
H 0.04 1.27 0.44
H -0.75 2.63 0.62
C 0.58 -1.05 -1.17
N -0.32 -1.59 -0.25
O 0.79 0.16 -1.23
H 1.11 -1.74 -1.95
H -0.23 -2.52 0.06
H -0.73 -1.02 0.49
*
```

## Properties
Frontier orbital gap (alpha / beta), hartree: 0.103 / 0.319
⟨S²⟩: 0.7534
LUMO (alpha / beta), eV: 4.8 / 4.6
ΔE to the lowest compared entry with this formula, charge and spin, kJ/mol: 93.6

***

E per entry: -248.78231, -221.29228, -6339.09428, -2140.33659, -2511.42012, -649.05107, -290.20455, -226.37197 hartree